Entry 1:
A molecular structure, C37H30ClMgN6O8PTe at a distorted geometry, computed with ωB97M-V/def2-TZVPD.

The value obtained for the calculated total energy is -3628.14269 Eh. The value obtained for the gap between HOMO and LUMO is 4.2 eV. The max |F| comes out at 1.1 eV Å⁻¹. Its net charge is -2.

Last column: Löwdin charge in e.
Cartesian coordinates (Å):
1 Mg -0.10 0.59 0.61  0.38
2 C 2.14 -1.01 2.18  -0.38
3 H -3.76 -1.95 3.81  0.11
4 C 0.07 -4.00 4.13  -0.08
5 C -1.44 -2.80 2.67  -0.35
6 C -2.51 1.49 4.95  -0.12
7 C -2.11 -3.99 2.42  -0.09
8 H -0.26 -6.11 4.31  0.10
9 N -2.49 5.56 -3.55  -0.38
10 O 0.15 -0.74 -0.88  -0.05
11 C 7.48 1.23 -2.59  -0.14
12 C 3.01 -3.11 2.21  -0.45
13 H 2.53 -0.85 -3.99  0.10
14 H 6.33 3.66 0.15  0.07
15 C 0.96 -1.20 -1.70  -0.44
16 C 2.26 -1.77 -1.24  0.01
17 H 8.62 3.80 -0.72  0.08
18 C 8.37 2.17 -2.10  -0.15
19 H 1.17 -1.33 -5.01  0.08
20 H 0.95 -4.00 4.77  0.10
21 C 1.64 -1.48 -4.04  -0.04
22 H -4.65 -0.95 5.86  0.10
23 H -3.84 1.28 6.60  0.10
24 C 7.95 3.04 -1.11  -0.14
25 C -0.54 -0.40 -3.39  0.00
26 P -1.79 -1.20 1.85  1.12
27 C -4.52 -0.97 1.06  -0.08
28 H -3.93 -3.16 -2.06  0.10
29 C -0.34 -2.82 3.54  -0.10
30 O -1.91 6.48 -4.13  0.02
31 C -1.63 2.62 -1.48  -0.05
32 H 1.93 -2.52 -3.96  0.08
33 O 2.37 4.81 -2.73  0.00
34 O 2.42 2.68 -2.43  -0.17
35 C -3.41 -0.97 4.12  -0.10
36 H 0.18 5.46 -3.40  0.12
37 N 0.67 -1.12 -3.01  -0.11
38 O -2.00 1.10 0.33  -0.18
39 O -3.42 1.08 -1.38  0.04
40 C -2.45 -0.33 3.34  -0.34
41 H -2.96 -4.00 1.75  0.09
42 H 0.20 -1.90 3.74  0.10
43 C -5.56 -1.20 0.17  -0.09
44 C -3.92 -0.42 5.28  -0.09
45 H 2.81 -2.31 -2.00  0.07
46 C -4.10 -2.56 -1.17  -0.09
47 H -2.14 2.46 5.25  0.10
48 N 2.95 -1.88 2.68  0.07
49 C -3.07 -2.32 -0.28  -0.11
50 C -2.36 3.52 -2.21  0.05
51 H -6.16 -2.16 -1.66  0.09
52 N 1.82 3.74 -2.45  -0.38
53 C -0.60 -5.19 3.87  -0.10
54 C -1.72 4.59 -2.85  -0.16
55 N 3.14 -4.21 1.86  0.06
56 O 0.49 2.05 -0.54  -0.13
57 H -0.74 -0.58 -4.45  0.08
58 H -1.39 -0.74 -2.80  0.09
59 C 0.41 3.73 -2.19  -0.07
60 C 6.19 1.14 -2.09  -0.18
61 H 5.51 0.40 -2.48  0.07
62 C -2.01 0.92 3.78  -0.59
63 H -6.52 -0.73 0.33  0.10
64 Te 3.80 1.85 -0.29  0.84
65 C -2.42 1.51 -0.81  -0.59
66 H -0.43 0.67 -3.22  0.10
67 H -4.68 -0.31 1.90  0.10
68 C -0.20 2.75 -1.33  -0.27
69 C 6.65 2.96 -0.61  -0.19
70 H 2.07 -2.42 -0.38  0.08
71 H -2.23 -6.10 2.80  0.09
72 H -3.43 3.40 -2.28  0.12
73 C 5.75 2.00 -1.07  -0.69
74 H 7.80 0.54 -3.38  0.08
75 O -3.72 5.46 -3.56  0.02
76 C -1.70 -5.18 3.02  -0.10
77 Cl -0.79 1.86 2.97  0.80
78 N 1.43 -0.16 1.82  0.10
79 C -3.27 -1.54 0.86  -0.36
80 C -3.46 0.83 5.69  -0.09
81 C -5.35 -2.00 -0.95  -0.10
82 H 2.86 -0.91 -0.88  0.02
83 H 9.39 2.23 -2.49  0.07
84 C -0.33 4.68 -2.85  0.07
85 H -2.08 -2.73 -0.48  0.11

---

Entry 2:
C24H27N3O4 in the gas phase, computed with ωB97M-V/def2-TZVPD.

The energy above the lowest of the compared OMol25 structures with the same formula, charge and spin is 0.863 eV. The value obtained for the calculated total energy is -1396.02002 Eh. The SMILES is C=CCNC(=O)[C@@H]1CC(=O)N(c2ccc(OCC(=O)Nc3c(C)cccc3C)cc2)C1. The value obtained for the gap between HOMO and LUMO is 9.0 eV. The max |F| comes out at 0.7 eV Å⁻¹.

Last column: Löwdin charge in e.
Cartesian coordinates (Å):
1 H 2.64 -2.32 -3.57  0.10
2 C -6.28 5.17 1.17  -0.08
3 H 2.80 0.43 1.02  0.10
4 H -4.75 1.69 3.51  0.09
5 H 3.00 -0.42 -5.08  0.05
6 C -0.47 -0.34 0.74  -0.26
7 C 3.82 -1.05 -4.75  0.01
8 H 4.40 -0.60 -0.24  0.14
9 C -5.73 1.97 3.10  -0.04
10 C -0.36 -1.71 0.55  0.00
11 C -4.60 2.97 1.08  -0.15
12 H -5.17 5.90 -0.51  0.11
13 C 5.82 -2.42 -1.34  -0.47
14 C -5.29 5.10 0.21  -0.05
15 H 5.38 -4.56 0.21  0.13
16 H 4.80 -0.80 -5.13  0.06
17 C 4.73 -2.98 -3.47  -0.18
18 H -2.92 -1.10 1.53  0.15
19 H -2.73 2.08 0.89  0.14
20 C 5.10 -3.67 0.78  -0.03
21 H 6.59 -2.07 0.60  0.15
22 C -3.37 3.91 -0.90  -0.04
23 N -3.72 1.87 1.01  0.14
24 N 3.32 -2.17 0.65  0.01
25 N 4.80 -2.98 -2.02  0.08
26 C -2.86 -0.36 0.72  -0.09
27 C 2.05 -1.56 0.68  -0.18
28 H -2.96 -0.89 -0.23  0.14
29 H 3.98 -3.30 -1.53  0.13
30 C 1.93 -0.19 0.88  -0.01
31 O -5.19 0.14 0.82  0.08
32 C -4.06 0.58 0.86  -0.45
33 C 3.63 -2.08 -3.95  -0.17
34 H -6.37 2.29 3.91  0.08
35 H -6.15 1.07 2.64  0.07
36 H 5.70 -2.63 -3.83  0.12
37 C 3.59 -3.50 0.81  -0.45
38 C 5.63 -2.37 0.18  -0.18
39 H 0.95 -3.38 0.37  0.10
40 H -3.46 4.72 -1.61  0.08
41 H 0.60 1.48 1.05  0.12
42 O -1.65 0.35 0.79  -0.06
43 C -5.58 3.04 2.07  -0.20
44 C -6.42 4.15 2.09  -0.05
45 H 4.55 -4.00 -3.82  0.12
46 H -6.94 6.02 1.20  0.10
47 H 4.75 -0.87 1.49  0.14
48 C 0.89 -2.31 0.51  0.01
49 C -4.44 4.00 0.15  -0.21
50 H -2.38 3.97 -0.45  0.08
51 H -1.23 -2.33 0.42  0.11
52 C 4.52 -1.36 0.54  -0.09
53 H -7.19 4.21 2.84  0.11
54 H -3.44 2.97 -1.43  0.09
55 O 2.78 -4.39 0.94  0.08
56 H 5.44 -3.81 1.80  0.13
57 C 0.69 0.41 0.90  0.00
58 O 6.81 -1.96 -1.87  0.07

---

Entry 3:
A molecular structure, C18H17BrIrN3O11Se at a distorted geometry, computed with ωB97M-V/def2-TZVPD.

The energy above the lowest of the compared OMol25 structures with the same formula, charge and spin is 1.661 eV. The value obtained for the calculated total energy is -6767.87583 Eh. The value obtained for the gap between HOMO and LUMO is 6.2 eV. The max |F| comes out at 2.4 eV Å⁻¹. Its net charge is -2.

Last column: Löwdin charge in e.
Cartesian coordinates (Å):
1 H 2.36 -4.10 -1.95  0.12
2 H 0.55 -5.25 -1.56  0.08
3 O 2.45 -0.08 -3.58  -0.51
4 H -4.82 0.87 -1.03  0.10
5 H -2.86 0.99 -3.31  0.11
6 O -1.61 0.48 -1.05  -0.15
7 O 0.10 2.69 0.45  -0.15
8 C -3.89 0.48 -1.45  -0.09
9 O -2.60 1.43 2.97  0.04
10 N 1.12 -1.29 0.33  0.01
11 C 2.62 1.68 1.92  -0.09
12 C -3.17 1.47 -2.39  -0.10
13 C 2.46 -0.13 3.92  -0.66
14 H -4.10 -0.47 -1.95  0.11
15 H -2.81 -0.68 0.15  0.15
16 O 3.12 -0.26 0.12  -0.02
17 H 4.53 2.22 2.68  0.11
18 C -2.84 1.50 0.60  -0.10
19 Se 0.92 0.00 -3.04  0.78
20 C -0.02 -4.45 -1.11  -0.05
21 C 3.60 0.65 3.82  -0.12
22 N 1.52 0.92 2.02  -0.10
23 H -2.94 3.39 -0.54  0.14
24 C 3.66 1.59 2.81  -0.05
25 Br 2.30 -1.43 5.29  0.71
26 C -2.83 0.29 -0.35  -0.25
27 H -0.58 -4.83 -0.25  0.08
28 O -0.83 -2.47 0.45  0.03
29 H -0.73 -4.05 -1.83  0.09
30 O -0.96 0.53 1.83  -0.18
31 C -1.90 1.78 -1.60  -0.26
32 Ir 0.45 0.67 0.37  1.53
33 H 0.52 -0.56 3.03  0.11
34 C 2.95 -2.29 -1.00  -0.01
35 C -2.09 1.17 1.89  -0.57
36 H 2.61 2.37 1.09  0.13
37 O 0.98 0.92 -1.56  -0.60
38 H 4.41 0.52 4.53  0.10
39 H 3.88 -2.12 -1.52  0.11
40 N 0.89 -3.41 -0.68  -0.07
41 H -3.75 2.36 -2.62  0.11
42 C -0.99 3.34 0.23  -0.59
43 C 2.43 -1.25 -0.13  -0.51
44 C 1.43 0.01 3.01  -0.13
45 O -1.08 4.55 0.44  0.02
46 O -0.06 0.90 -3.98  -0.50
47 C 0.32 -2.37 0.06  -0.53
48 C -2.21 2.60 -0.32  -0.09
49 H -3.85 1.77 0.91  0.14
50 H -1.05 2.12 -2.18  0.13
51 O 0.29 -1.46 -2.71  -0.47
52 C 2.13 -3.31 -1.24  -0.09